[1]
Here is a cluster of 26 separate species, C17H72IN3O26S in total from the OMol25 dataset. Energies are from wB97M-V/def2-TZVPD.

Each line ends with the Löwdin charge.
Element x y z (Å)
H (3.273, 6.644, -2.036)  -0.001
H (-1.752, -2.923, 4.586)  -0.077
O (1.694, -6.053, 2.046)  -0.071
H (-2.868, 3.761, 5.157)  0.036
N (1.582, 2.847, -3.008)  0.103
H (4.864, 2.013, -2.791)  -0.079
H (-4.208, 4.248, 5.679)  0.046
H (0.496, -1.715, -0.171)  0.076
O (4.531, -5.486, 1.573)  -0.062
H (-4.018, 3.986, 1.804)  0.088
O (2.768, 7.374, -1.658)  -0.063
H (4.116, -2.088, -4.204)  0.084
N (-2.135, 3.075, 0.121)  0.136
O (-3.466, 4.514, 5.125)  -0.052
O (1.908, -9.660, -2.281)  -0.065
H (-0.595, -3.874, -1.156)  0.038
H (-1.152, 7.790, -4.324)  0.039
C (-0.322, 1.497, 0.452)  -0.082
H (-0.013, 4.702, 1.379)  0.094
H (5.123, -6.244, 1.553)  0.036
H (2.109, -5.217, -1.181)  0.012
H (-3.940, 0.100, 2.426)  0.122
H (-2.854, 0.657, 0.387)  0.111
S (3.112, 0.795, -1.657)  0.863
H (-3.914, -5.972, 5.326)  0.049
O (-4.078, 7.846, 3.179)  -0.050
H (5.405, 5.335, -2.027)  0.055
H (-2.498, -0.740, 3.127)  0.074
C (1.543, 1.432, -1.071)  -0.433
C (-2.252, 0.112, 1.114)  -0.175
H (-1.604, 1.894, 2.141)  0.082
C (-0.294, 4.307, -3.280)  -0.096
O (-3.276, -5.630, -6.325)  -0.056
H (-2.957, -3.284, 5.431)  0.007
H (3.717, -5.826, 1.975)  0.000
H (2.386, -9.188, 0.916)  0.060
C (-0.890, 2.506, -0.298)  -0.166
H (4.815, 3.988, -1.644)  0.044
H (5.450, -2.122, -2.435)  -0.027
C (2.322, -2.563, 0.648)  -0.197
C (-0.283, 2.991, -1.485)  -0.162
H (-3.357, -5.821, -7.266)  0.053
O (0.081, -4.046, -1.820)  -0.047
O (-6.185, 2.084, -0.184)  -0.075
O (-5.696, -4.381, 0.894)  -0.060
C (-0.913, 5.095, 0.889)  0.001
H (-3.085, -4.686, -6.291)  0.051
H (-2.229, 7.766, -5.396)  0.037
O (4.725, -2.699, -3.775)  -0.033
H (-3.252, -2.516, 2.157)  0.039
H (0.446, 1.820, 4.542)  0.046
I (-0.047, -2.383, 2.408)  1.088
C (0.962, 0.934, 0.074)  -0.153
C (0.941, 2.449, -1.867)  -0.231
H (-1.269, -5.656, -5.200)  0.027
H (-5.846, -4.092, -0.011)  0.035
H (2.803, -2.503, -0.328)  0.064
H (-1.731, -0.691, 0.577)  0.080
H (6.200, -1.952, 0.014)  0.046
O (3.110, -8.929, 0.336)  -0.042
C (-1.131, 1.046, 1.660)  -0.150
O (-3.763, 8.598, 6.039)  -0.054
C (-3.077, -0.544, 2.224)  -0.273
H (-4.353, 7.571, 2.299)  0.045
H (-0.758, 5.061, -3.925)  0.094
H (-4.033, 8.320, 5.154)  -0.013
H (-6.221, 1.744, -1.083)  0.027
H (-5.876, 2.996, -0.289)  -0.019
H (2.861, -8.049, 0.030)  -0.004
O (-3.965, -5.158, 4.814)  -0.045
H (4.306, -3.815, -2.136)  0.013
H (2.697, -0.165, 0.806)  0.078
H (1.400, 4.113, -4.612)  0.113
H (1.566, -6.171, 1.094)  0.011
O (2.211, -6.143, -0.922)  -0.072
H (5.102, -0.918, -0.112)  0.008
H (3.169, 7.517, -0.795)  0.031
N (-0.932, 3.965, -2.194)  0.156
H (5.830, -0.683, -2.747)  0.029
O (-2.095, -2.848, 5.480)  -0.081
O (-3.647, -1.761, 1.711)  -0.108
H (1.413, 0.108, 1.988)  0.082
H (-2.457, -6.011, -4.337)  0.027
H (3.129, 1.183, -2.947)  -0.115
H (-5.013, 5.481, -1.157)  0.053
H (-4.101, 7.027, 3.690)  0.026
H (5.379, -2.904, -4.451)  0.091
O (5.412, 2.258, -3.545)  -0.088
C (0.954, 3.771, -3.682)  -0.097
C (1.615, -0.144, 0.945)  -0.184
C (-2.990, 4.200, 2.102)  -0.021
H (5.018, 3.084, -3.850)  0.021
H (2.312, -9.124, -1.586)  -0.016
O (6.094, -1.440, -2.212)  -0.082
H (1.961, -3.580, 0.810)  0.021
C (-2.006, 4.032, 0.961)  -0.355
H (4.468, -3.640, -0.627)  0.007
H (1.197, 3.078, 4.134)  0.043
H (1.479, -9.019, -2.857)  0.028
H (1.249, -5.216, 2.222)  -0.021
H (-0.676, 5.358, -0.142)  0.068
H (-0.417, -4.372, -2.582)  0.017
H (3.163, -6.285, -0.980)  0.031
O (4.209, -4.286, -1.297)  -0.051
C (1.110, -1.614, 0.723)  -0.632
H (-2.635, 3.617, 2.949)  0.063
O (4.746, 4.688, -2.303)  -0.051
H (-4.313, -5.436, 3.960)  0.044
O (-1.689, 7.187, -4.849)  -0.062
H (3.057, -2.356, 1.426)  0.085
O (-1.601, -5.574, -4.304)  -0.060
H (-1.234, 6.011, 1.388)  0.077
O (5.280, -1.793, 0.243)  -0.071
O (-4.909, 4.601, -0.784)  -0.050
H (-0.508, 0.528, 2.388)  0.048
H (-2.970, 5.251, 2.407)  0.053
H (-3.790, 7.792, 6.564)  0.028
H (-3.977, 4.380, -0.934)  0.030
O (0.478, 2.499, 3.858)  -0.046
H (-5.236, -3.641, 1.302)  0.004

- HOMO (eV) = -8.362
- energy (eV) = -95438.4617
- LUMO energy (eV) = -0.63

***

[2]
Here is a structure of composition C17H9BrCl5IOs from the OMol25 dataset. Energies are from wB97M-V/def2-TZVPD.

Each line ends with the Löwdin charge.
Element x y z (Å)
H (3.189, 0.928, 1.903)  0.134
C (2.560, 1.706, 1.498)  -0.169
H (-1.233, -4.734, -1.082)  0.120
H (0.014, 3.872, 1.527)  0.129
Cl (-3.676, -1.242, -0.178)  0.781
C (1.414, 2.256, 2.149)  -0.134
C (1.904, -3.157, 0.551)  -0.134
C (1.439, -4.390, 0.982)  -0.039
Os (0.777, 1.281, 0.273)  1.025
H (3.470, 2.174, -0.517)  0.128
Br (-0.814, -2.198, -2.475)  0.804
C (-1.088, 1.830, -0.188)  -0.326
H (2.808, -2.738, 0.968)  0.106
Cl (-0.833, -0.397, 1.109)  0.812
C (-0.368, -4.284, -0.615)  -0.091
C (-1.748, 2.812, -0.937)  -0.653
H (1.031, 1.967, 3.116)  0.145
H (1.973, -4.920, 1.759)  0.126
C (0.876, 3.265, 1.301)  -0.131
C (0.080, -3.046, -1.055)  -0.748
C (1.203, -2.496, -0.448)  -0.698
Cl (-5.021, 0.847, -2.113)  0.822
C (-2.942, 0.245, -0.554)  -0.721
I (1.963, -0.661, -1.118)  1.270
C (2.701, 2.351, 0.219)  -0.200
H (-0.052, -5.912, 0.730)  0.129
Cl (-3.740, 3.623, -2.541)  0.791
C (-2.954, 2.482, -1.555)  -0.679
C (1.659, 3.310, 0.099)  -0.165
Cl (-1.113, 4.389, -1.114)  0.815
C (0.305, -4.944, 0.403)  -0.024
C (-3.546, 1.209, -1.370)  -0.663
H (1.504, 3.964, -0.742)  0.104
C (-1.741, 0.606, 0.013)  -0.667

- HOMO (eV) = -15.182
- energy above the lowest of the compared OMol25 structures with the same formula, charge and spin (eV) = 0.876
- total charge = +2
- energy (eV) = -160979.5328
- LUMO energy (eV) = -9.18

***

[3]
Here is a structure of composition C18Cl5F4N4OPbSbSe4 from the OMol25 dataset. Energies are from wB97M-V/def2-TZVPD.

Each line ends with the natural charge from an NBO analysis.
Element x y z (Å)
N (5.869, -1.246, 5.696)  -0.457
F (4.206, -4.443, 1.829)  -0.303
Cl (-5.446, 3.927, -5.139)  0.061
C (3.087, -1.288, 3.147)  0.338
C (-3.415, 1.321, -2.943)  0.377
C (-0.005, -0.699, 0.014)  0.481
C (5.476, -1.995, 4.892)  0.321
Cl (-3.610, 3.921, -2.583)  -0.008
C (1.482, -2.000, 1.450)  -0.155
C (-0.716, -2.900, 0.571)  0.317
N (5.307, -5.320, 4.622)  -0.463
Se (-0.821, 5.695, -1.047)  -0.193
Sb (-0.370, 6.141, 1.397)  1.005
Se (-1.041, 8.338, 2.116)  -0.575
C (-4.659, 2.524, -4.651)  -0.092
C (3.795, -2.506, 3.100)  -0.082
C (4.887, -2.884, 3.985)  -0.525
Se (0.466, 4.398, 2.669)  -0.452
Cl (-5.759, 1.269, -6.794)  0.001
Cl (-2.239, -0.992, -3.349)  0.051
C (-3.947, 2.484, -3.532)  -0.128
Cl (-4.173, -1.317, -5.952)  0.010
O (-2.849, 1.269, -1.803)  -0.806
C (0.231, -1.830, 0.673)  -0.465
C (-4.115, 0.149, -4.975)  -0.043
F (1.931, -3.983, 0.365)  -0.304
C (-3.426, 0.170, -3.800)  -0.150
C (1.985, -1.020, 2.378)  0.327
F (3.427, -0.275, 4.049)  -0.334
C (3.481, -3.340, 2.023)  0.295
C (5.136, -4.245, 4.218)  0.322
Pb (-1.569, 2.147, -0.082)  1.295
N (-1.495, -3.757, 0.733)  -0.404
Se (0.408, 3.717, -1.322)  -0.430
C (2.287, -3.139, 1.302)  0.349
C (-4.752, 1.300, -5.386)  -0.134
N (-0.282, 0.336, -0.504)  -0.726
F (1.226, 0.074, 2.635)  -0.321

- HOMO (eV) = -2.221
- energy above the lowest of the compared OMol25 structures with the same formula, charge and spin (eV) = 0.000
- total charge = -2
- energy (eV) = -373328.6567
- LUMO energy (eV) = 1.66